Formula: C22H24N5O5PdS
Source: the OMol25 dataset
Level of theory: the ωB97M-V functional and the def2-TZVPD basis

Computed properties:
- largest force on an atom (eV Å⁻¹) = 0.11
- spin multiplicity = 3
- relative energy (zero: lowest compared OMol25 entry of this formula, charge and spin) (kcal per mole) = 0.1
- total charge = +1
- E_HOMO (spin up / spin down) (Eh) = -0.383 / -0.409
- Kohn-Sham gap (spin up / spin down) (eV) = 7.732 / 8.370

Positions of all 58 atoms, in Å:
Pd (0.0769, -0.3973, -0.1768)
C (-0.5650, -4.1409, -2.5233)
C (-0.6176, -3.6772, -3.8270)
C (-0.4241, -2.3295, -4.0753)
C (-0.1902, -1.4676, -3.0118)
N (-0.1584, -1.9275, -1.7543)
C (-0.3318, -3.2251, -1.5141)
C (0.0702, -0.0117, -3.1956)
C (0.0164, 0.6108, -4.4330)
C (0.3035, 1.9638, -4.5206)
C (0.6383, 2.6600, -3.3747)
C (0.6591, 1.9727, -2.1735)
N (0.3830, 0.6768, -2.0917)
H (-0.6929, -5.1878, -2.2885)
H (-0.7976, -4.3586, -4.6476)
H (-0.4476, -1.9629, -5.0899)
H (-0.2678, -3.5247, -0.4750)
H (-0.2472, 0.0607, -5.3233)
H (0.2635, 2.4648, -5.4783)
H (0.8691, 3.7149, -3.3995)
H (0.8927, 2.4672, -1.2399)
O (1.6392, 3.3839, 2.5696)
C (2.8723, 2.7797, 2.5207)
C (3.9459, 3.3743, 3.1729)
C (5.1991, 2.7911, 3.1409)
C (5.3989, 1.6012, 2.4538)
C (4.3313, 1.0135, 1.8054)
C (3.0561, 1.5826, 1.8236)
C (1.9781, 0.8702, 1.0900)
O (0.7797, 1.3180, 1.1014)
O (2.2411, -0.1762, 0.4528)
H (1.7417, 4.2028, 3.0678)
H (3.7930, 4.3039, 3.7112)
H (6.0211, 3.2699, 3.6563)
H (6.3762, 1.1408, 2.4259)
H (4.4536, 0.0879, 1.2605)
S (-0.2832, -1.8159, 1.8617)
C (-1.8183, -2.5049, 1.6353)
N (-2.8038, -2.0329, 0.8817)
C (-3.9348, -2.9550, 0.8394)
C (-3.6493, -3.8587, 2.0479)
N (-2.2108, -3.6550, 2.2150)
H (-2.6982, -1.1714, 0.3332)
H (-3.9336, -3.5184, -0.0967)
H (-4.8813, -2.4271, 0.9263)
H (-3.8837, -4.9023, 1.8539)
H (-4.1939, -3.5322, 2.9368)
H (-1.6669, -4.0648, 2.9547)
N (-1.2577, 2.8267, 1.8584)
C (-2.0583, 1.6070, 1.5622)
C (-2.0477, 1.4728, 0.0225)
O (-1.9270, 2.5266, -0.5986)
O (-2.1410, 0.2927, -0.4427)
H (-1.5063, 3.2898, 2.7262)
H (-1.4290, 3.4331, 1.0360)
H (-0.2473, 2.5650, 1.8467)
H (-3.0797, 1.7538, 1.9104)
H (-1.6077, 0.7465, 2.0503)

Formula: C24H60CrF4NO20P4S2
Source: the OMol25 dataset
Level of theory: the ωB97M-V functional and the def2-TZVPD basis

Computed properties:
- largest force on an atom (eV Å⁻¹) = 2.61
- spin multiplicity = 4
- relative energy (zero: lowest compared OMol25 entry of this formula, charge and spin) (kcal per mole) = 0.0
- E_HOMO (spin up / spin down) (Eh) = -0.372 / -0.372
- Kohn-Sham gap (spin up / spin down) (eV) = 9.098 / 10.257

Positions of all 116 atoms, in Å:
Cr (-3.2596, 1.4836, -1.6657)
F (-2.8184, 2.4882, -0.1563)
F (-4.1439, 1.2057, -3.2428)
N (-2.0963, -0.1231, -1.5922)
S (-2.4692, -1.6583, -2.1666)
O (-2.6730, -2.5769, -1.1033)
O (-1.7461, -2.0116, -3.3257)
F (-3.9428, -1.3554, -2.5910)
S (-0.5885, -0.3217, -1.0179)
O (0.3873, -0.5629, -2.0245)
O (-0.4904, -1.0731, 0.1743)
F (-0.3292, 1.1603, -0.5707)
C (-2.9792, -1.8700, 2.5801)
C (-3.5873, -0.5537, 2.1979)
O (-4.8620, -0.8461, 1.5335)
P (-5.5018, 0.2153, 0.5935)
O (-4.6461, 0.7041, -0.5094)
O (-6.7507, -0.5132, 0.0364)
C (-6.6529, -1.8447, -0.5181)
C (-7.0389, -1.8024, -1.9683)
O (-6.0602, 1.2877, 1.5632)
C (-5.7609, 2.7050, 1.4156)
C (-6.9088, 3.4591, 0.7224)
H (-1.9670, -1.6601, 2.9305)
H (-3.4710, -2.3783, 3.4112)
H (-2.9412, -2.5647, 1.7453)
H (-3.8309, 0.0213, 3.0946)
H (-2.9534, 0.0675, 1.5660)
H (-5.6823, -2.3180, -0.3635)
H (-7.3419, -2.4846, 0.0366)
H (-6.2303, -1.3571, -2.5486)
H (-7.0410, -2.8355, -2.3392)
H (-8.0287, -1.4006, -2.1539)
H (-5.7583, 3.1024, 2.4268)
H (-4.8173, 2.8354, 0.8955)
H (-7.4550, 4.1244, 1.3847)
H (-6.4466, 4.1538, 0.0069)
H (-7.5378, 2.8451, 0.0805)
C (4.7393, -7.8635, 2.3911)
C (3.2590, -8.1776, 2.5026)
O (2.5099, -7.4593, 1.5071)
P (1.4192, -6.4225, 1.9559)
O (0.2816, -6.9542, 2.7002)
O (2.3161, -5.3446, 2.7146)
C (1.6465, -4.1025, 3.0572)
C (2.2527, -2.9312, 2.2890)
O (1.0759, -5.7075, 0.5904)
C (-0.2562, -5.3043, 0.2704)
C (-0.5570, -5.4478, -1.2161)
H (5.0461, -7.0044, 2.9764)
H (5.2974, -8.7897, 2.5627)
H (5.0236, -7.7305, 1.3423)
H (3.0783, -9.2278, 2.2631)
H (2.8912, -8.0832, 3.5259)
H (0.5808, -4.1597, 2.8261)
H (1.7971, -4.0131, 4.1295)
H (3.0182, -2.4573, 2.9080)
H (2.7270, -3.2872, 1.3749)
H (1.5245, -2.1617, 2.0336)
H (-0.9705, -5.8968, 0.8494)
H (-0.4557, -4.2683, 0.5608)
H (-1.6240, -5.3309, -1.3859)
H (-0.0923, -4.5408, -1.6178)
H (-0.1054, -6.3308, -1.6559)
C (-2.4654, 6.1414, -2.7865)
C (-2.6874, 5.0837, -3.8469)
O (-1.4396, 4.4524, -4.2215)
P (-0.9647, 3.0684, -3.6949)
O (-1.9017, 2.4434, -2.7435)
O (0.4894, 3.2744, -3.2107)
C (0.7586, 4.1281, -2.0811)
C (1.9144, 3.5967, -1.2932)
O (-0.8042, 2.2627, -5.0013)
C (-0.5330, 0.8161, -5.0463)
C (-1.5692, 0.2009, -5.9502)
H (-2.1577, 7.1091, -3.1816)
H (-3.4402, 6.3807, -2.3434)
H (-1.8518, 5.7901, -1.9595)
H (-3.3761, 4.3476, -3.4343)
H (-3.0556, 5.5137, -4.7728)
H (0.9270, 5.1508, -2.4288)
H (-0.1237, 4.2086, -1.4349)
H (2.7699, 3.2790, -1.8960)
H (2.2385, 4.2786, -0.5100)
H (1.6639, 2.6375, -0.8322)
H (0.4564, 0.6791, -5.4652)
H (-0.6914, 0.4738, -4.0269)
H (-1.6763, -0.8748, -5.7810)
H (-2.5968, 0.5072, -5.7355)
H (-1.3434, 0.4068, -6.9953)
C (3.1207, 0.3960, 0.2718)
C (4.0696, 0.3384, 1.4791)
O (4.9281, 1.4856, 1.4177)
P (5.2210, 2.3820, 2.6822)
O (4.2777, 2.2080, 3.7836)
O (6.7288, 2.1594, 3.0933)
C (7.7425, 2.1112, 2.0539)
C (8.9289, 1.3817, 2.6225)
O (5.2520, 3.8210, 1.9954)
C (4.5878, 4.8755, 2.6697)
C (4.5809, 6.1389, 1.8472)
H (3.6855, 0.9148, -0.5072)
H (2.8321, -0.5858, -0.0858)
H (2.3208, 1.0794, 0.5512)
H (3.5044, 0.3726, 2.4104)
H (4.6058, -0.6131, 1.4878)
H (7.3237, 1.5798, 1.1983)
H (7.9813, 3.1228, 1.7228)
H (9.7072, 1.2149, 1.8822)
H (9.3440, 1.8569, 3.5166)
H (8.6107, 0.4393, 3.0799)
H (3.5487, 4.6356, 2.9167)
H (4.9947, 5.1124, 3.6605)
H (3.8460, 6.8492, 2.2394)
H (5.5192, 6.6906, 1.8444)
H (4.1966, 5.9272, 0.8463)

Formula: C5H8O2
Source: the OMol25 dataset
Level of theory: the ωB97M-V functional and the def2-TZVPD basis

Computed properties:
- largest force on an atom (eV Å⁻¹) = 0.62
- spin multiplicity = 1
- relative energy (zero: lowest compared OMol25 entry of this formula, charge and spin) (kcal per mole) = 62.7
- E_HOMO (Eh) = -0.345
- Kohn-Sham gap (eV) = 10.330

Positions of all 15 atoms, in Å:
O (-0.0039, 1.6897, 1.3711)
C (-0.0682, 0.9514, 0.4221)
C (-1.1257, 0.8712, -0.6869)
C (-0.4491, -0.2741, -1.4533)
C (-0.0864, -1.3039, -0.3695)
C (0.8874, -0.1588, -0.0365)
O (0.9433, 0.1586, -1.4547)
H (1.1588, 0.4146, 2.9023)
H (1.4149, -0.1955, 3.2454)
H (-2.1164, 0.6408, -0.2827)
H (-1.1728, 1.7976, -1.2649)
H (-0.8291, -0.5491, -2.4376)
H (-0.8431, -1.5999, 0.3642)
H (0.4420, -2.1658, -0.7809)
H (1.8484, -0.2769, 0.4619)

Formula: C23H22N5O7SY
Source: the OMol25 dataset
Level of theory: the ωB97M-V functional and the def2-TZVPD basis

Computed properties:
- largest force on an atom (eV Å⁻¹) = 4.06
- spin multiplicity = 1
- E_HOMO (Eh) = -0.294
- Kohn-Sham gap (eV) = 6.721

Positions of all 59 atoms, in Å:
Y (-2.2881, 8.0392, 13.6880)
O (-1.1080, 6.1735, 14.2291)
C (-1.4072, 6.7534, 15.3584)
O (-1.0494, 7.9688, 15.5924)
C (-2.4277, 6.0655, 16.2318)
C (-2.1952, 5.1990, 17.2665)
C (-3.3339, 4.6598, 17.9110)
C (-4.6356, 4.9996, 17.6125)
C (-4.8787, 5.9209, 16.6272)
C (-3.7753, 6.3818, 15.7923)
O (-4.0364, 7.0256, 14.5991)
N (-6.2334, 6.3695, 16.4416)
O (-6.4471, 7.5897, 16.1567)
O (-7.0991, 5.4854, 16.6348)
N (-3.1332, 3.7682, 18.9985)
O (-1.9563, 3.3978, 19.2359)
O (-4.1537, 3.4405, 19.6872)
H (-1.1984, 4.8793, 17.6280)
H (-5.4702, 4.5605, 18.1703)
N (-4.6583, 9.8583, 15.7821)
C (-3.4871, 10.4597, 15.7175)
S (-2.7746, 10.6161, 14.1520)
N (-3.0600, 11.0066, 16.8909)
C (-1.7844, 11.5486, 17.2552)
C (-0.9472, 12.1962, 16.3479)
C (0.2807, 12.6510, 16.8028)
C (0.6680, 12.5063, 18.1212)
C (-0.2043, 11.9395, 19.0356)
C (-1.4168, 11.4398, 18.6152)
H (-5.0856, 9.4887, 14.9510)
H (-5.1123, 9.6096, 16.6471)
H (-3.6219, 10.8172, 17.7096)
H (-1.2369, 12.3221, 15.2926)
H (0.9792, 13.1485, 16.0935)
H (1.6525, 12.8647, 18.4286)
H (0.0919, 11.9336, 20.1040)
H (-2.1297, 10.9591, 19.2996)
C (-4.8802, 9.3177, 10.6647)
N (-3.7673, 10.0962, 10.1310)
C (-3.9079, 11.5607, 10.1460)
C (-2.4266, 9.6046, 10.3165)
C (-2.2298, 8.1302, 10.0949)
C (-2.1814, 7.6126, 8.8064)
C (-2.0559, 6.2515, 8.6239)
C (-1.9691, 5.4094, 9.7175)
C (-1.9466, 5.9646, 10.9867)
C (-2.1241, 7.3341, 11.2498)
H (-5.7965, 9.7878, 10.3194)
H (-4.8615, 9.3024, 11.7751)
H (-4.8582, 8.2879, 10.3011)
H (-4.8758, 11.8479, 9.7556)
H (-3.1270, 12.0370, 9.5118)
H (-3.7874, 11.9702, 11.1717)
H (-2.0419, 9.8568, 11.3502)
H (-1.7683, 10.1841, 9.6374)
H (-2.2966, 8.2796, 7.9387)
H (-2.0554, 5.8515, 7.6030)
H (-1.9351, 4.3358, 9.5777)
H (-1.7942, 5.2587, 11.8100)

Formula: C3H5ClFN3
Source: the OMol25 dataset
Level of theory: the ωB97M-V functional and the def2-TZVPD basis

Computed properties:
- largest force on an atom (eV Å⁻¹) = 3.19
- spin multiplicity = 1
- relative energy (zero: lowest compared OMol25 entry of this formula, charge and spin) (kcal per mole) = 94.6
- E_HOMO (Eh) = -0.308
- Kohn-Sham gap (eV) = 9.009

Positions of all 13 atoms, in Å:
C (0.8051, -2.1174, 0.2142)
C (-1.9041, 0.4594, -0.5871)
C (1.8177, 1.1716, 0.3591)
N (1.0383, -0.9821, 0.0491)
N (-1.8227, -0.7844, -0.6045)
N (1.5554, -0.0345, -0.4948)
F (-2.7793, -1.3360, 0.2773)
Cl (-3.0229, 1.2933, 0.2179)
H (-0.0624, -2.7346, 0.2800)
H (-1.1967, 0.9399, -1.2486)
H (2.0069, 0.8464, 1.3788)
H (2.6856, 1.6142, -0.0865)
H (0.8792, 1.6643, 0.2452)

Formula: C3H10O
Source: the OMol25 dataset
Level of theory: the ωB97M-V functional and the def2-TZVPD basis

Computed properties:
- largest force on an atom (eV Å⁻¹) = 0.94
- spin multiplicity = 1
- relative energy (zero: lowest compared OMol25 entry of this formula, charge and spin) (kcal per mole) = 7.0
- E_HOMO (Eh) = -0.380
- Kohn-Sham gap (eV) = 11.274

Positions of all 14 atoms, in Å:
C (-1.0554, 0.2677, -2.4042)
H (-1.3922, 0.0715, -1.3756)
H (-1.8924, 0.6701, -2.9937)
H (-0.7033, -0.6696, -2.8598)
H (-0.2336, 0.9987, -2.3878)
O (-0.6756, -0.9512, 1.5093)
C (0.9104, 0.8117, 1.4433)
C (0.6920, -0.6650, 1.2034)
H (-0.8278, -1.9073, 1.3568)
H (0.6963, 1.0639, 2.4955)
H (0.2443, 1.4068, 0.7963)
H (1.9551, 1.0872, 1.2211)
H (0.9156, -0.9211, 0.1499)
H (1.3666, -1.2633, 1.8456)